(1)
The following is a DFT calculation (ωB97M-V/def2-TZVPD) of a molecular structure, C38H64FN4O6PSeSi2Sr at a distorted geometry.

For the total energy, the calculation gives -152639.415 eV. The HOMO energy comes out at -0.2502 Eh. For the frontier orbital gap, the calculation gives 6.3683 eV.

Geometry as XYZ:
```
118
C38H64FN4O6PSeSi2Sr ωB97M-V/def2-TZVPD
Sr -0.033 -0.362 0.234
F 2.712 -5.970 -2.581
C 1.561 -5.471 -3.036
C 0.681 -4.928 -2.199
N -0.523 -4.403 -2.636
C -1.405 -3.747 -1.683
C -0.829 -2.459 -1.050
O -0.157 -2.651 0.018
O -1.088 -1.319 -1.516
C -0.828 -4.331 -3.986
O -1.827 -3.790 -4.415
N 0.084 -4.959 -4.806
C 1.322 -5.524 -4.472
O 2.054 -5.984 -5.312
H 0.887 -4.858 -1.139
H -1.587 -4.439 -0.862
H -2.326 -3.511 -2.205
H -0.120 -4.902 -5.792
C 0.257 3.247 -1.398
Si 2.040 2.622 -1.139
C 3.081 4.186 -0.914
C 2.601 1.827 -2.746
C 2.127 1.437 0.252
Si 3.708 0.557 0.525
C 3.565 -0.449 2.125
C 4.129 -0.664 -0.844
C 5.195 1.708 0.755
H 0.024 3.352 -2.464
H 0.097 4.221 -0.927
H -0.471 2.550 -0.965
H 2.867 4.930 -1.691
H 4.153 3.968 -0.950
H 2.869 4.648 0.057
H 2.373 2.446 -3.620
H 2.094 0.866 -2.870
H 3.679 1.638 -2.746
H 1.921 1.995 1.183
H 2.733 -1.161 2.063
H 3.383 0.212 2.980
H 4.476 -1.021 2.334
H 3.278 -1.329 -1.036
H 4.991 -1.288 -0.578
H 4.365 -0.158 -1.783
H 4.905 2.594 1.329
H 5.579 2.050 -0.213
H 6.023 1.219 1.285
C -3.311 -1.792 0.907
O -2.061 -1.220 1.319
H -3.506 -2.730 1.430
H -3.345 -1.969 -0.168
H -4.097 -1.085 1.162
H -1.364 -1.817 0.979
O -0.678 1.520 2.388
P -1.076 2.444 3.502
C -0.814 4.188 2.972
C 0.437 4.403 2.100
C 1.694 4.752 2.893
C 1.443 5.921 3.842
C 0.310 5.581 4.809
C -0.982 5.274 4.048
C -2.893 2.374 3.776
C -3.423 3.008 5.090
C -4.577 2.196 5.687
C -5.597 1.821 4.611
C -4.958 0.991 3.468
C -3.431 0.948 3.575
C -0.214 2.045 5.073
C 1.292 1.772 4.776
C 1.789 0.499 5.465
C 0.986 -0.728 5.020
C -0.542 -0.468 5.059
C -0.856 0.839 5.789
H -1.666 4.260 2.286
H 0.223 5.231 1.415
H 0.606 3.515 1.494
H 2.499 4.997 2.199
H 2.024 3.885 3.470
H 1.166 6.810 3.263
H 2.352 6.158 4.397
H 0.130 6.417 5.490
H 0.609 4.723 5.422
H -1.302 6.193 3.546
H -1.775 5.000 4.748
H -3.267 2.952 2.925
H -3.784 4.017 4.882
H -2.627 3.103 5.833
H -5.061 2.783 6.468
H -4.197 1.288 6.166
H -6.029 2.742 4.208
H -6.418 1.265 5.067
H -5.233 1.424 2.503
H -5.344 -0.031 3.482
H -2.994 0.522 2.673
H -3.142 0.299 4.404
H -0.322 2.922 5.717
H 1.897 2.615 5.107
H 1.443 1.650 3.699
H 1.728 0.618 6.550
H 2.843 0.351 5.225
H 1.248 -1.574 5.658
H 1.284 -0.981 4.001
H -1.058 -1.295 5.550
H -0.925 -0.398 4.040
H -0.463 0.792 6.806
H -1.933 0.981 5.883
Se -0.034 -0.595 -4.075
N 1.237 -1.661 -3.471
C 2.295 -1.467 -4.247
C 3.553 -2.122 -4.085
C 4.571 -1.781 -4.913
C 4.409 -0.806 -5.952
C 3.230 -0.167 -6.153
C 2.130 -0.480 -5.299
N 0.938 0.090 -5.361
H 3.678 -2.858 -3.301
H 5.538 -2.253 -4.791
H 5.255 -0.581 -6.589
H 3.108 0.582 -6.924
```

***

(2)
The following is a DFT calculation (ωB97M-V/def2-TZVPD) of a molecular structure, C38H65BiBrN15O2 at a distorted geometry.

The net charge is +4. For the total energy, the calculation gives -142749.627 eV. The HOMO energy (alpha / beta) comes out at -0.6199 / -0.6171 Eh. For the frontier orbital gap (alpha / beta), the calculation gives 4.8351 / 4.6160 eV.

Geometry as XYZ:
```
122
C38H65BiBrN15O2 ωB97M-V/def2-TZVPD
Bi -0.791 -0.525 -0.293
C 2.324 -0.654 4.887
N 2.478 -0.360 3.460
C 3.153 -1.461 2.788
C 2.013 0.794 2.977
N 1.512 1.006 1.706
C 1.356 2.377 1.162
C -0.074 2.782 0.783
N -0.756 2.079 -0.328
C -2.223 2.291 -0.236
C -2.896 1.673 0.974
N -2.743 0.221 0.998
C -3.703 -0.471 1.635
N -4.367 0.016 2.699
C -5.788 -0.263 2.916
C -3.825 0.950 3.672
N -4.018 -1.716 1.213
C -4.490 -2.753 2.120
C -4.264 -1.987 -0.199
C -0.412 2.595 -1.703
C 1.012 2.863 -2.212
N 1.985 1.851 -1.950
C 3.074 1.774 -2.609
N 3.973 0.758 -2.090
C 4.273 -0.407 -2.901
C 5.150 1.354 -1.467
N 3.535 2.538 -3.627
C 4.480 2.082 -4.641
C 3.334 3.990 -3.648
N 1.974 1.833 3.833
C 3.097 2.112 4.728
C 0.803 2.658 4.101
H 3.266 -0.562 5.428
H 1.583 -0.004 5.343
H 1.984 -1.687 4.971
H 4.020 -1.750 3.383
H 2.482 -2.319 2.716
H 3.486 -1.186 1.801
H 1.724 3.090 1.894
H 1.991 2.421 0.285
H -0.697 2.666 1.667
H -0.029 3.852 0.546
H -2.441 3.365 -0.233
H -2.665 1.861 -1.136
H -2.523 2.145 1.887
H -3.958 1.927 0.900
H -6.231 -0.734 2.044
H -5.948 -0.887 3.795
H -6.301 0.686 3.078
H -2.739 0.902 3.694
H -4.145 1.977 3.483
H -4.203 0.671 4.657
H -4.248 -2.508 3.150
H -5.563 -2.932 2.044
H -3.979 -3.680 1.857
H -4.234 -3.060 -0.363
H -5.254 -1.625 -0.492
H -3.510 -1.510 -0.819
H -0.879 1.900 -2.397
H -0.914 3.564 -1.814
H 0.905 3.037 -3.289
H 1.352 3.802 -1.765
H 3.399 -0.672 -3.493
H 5.131 -0.244 -3.554
H 4.518 -1.236 -2.234
H 5.817 1.807 -2.204
H 4.846 2.133 -0.768
H 5.715 0.583 -0.944
H 4.215 1.102 -5.026
H 4.429 2.780 -5.474
H 5.517 2.078 -4.295
H 2.941 4.349 -2.704
H 4.302 4.467 -3.805
H 2.673 4.285 -4.464
H 3.979 1.546 4.440
H 3.337 3.172 4.640
H 2.860 1.917 5.774
H -0.057 2.287 3.550
H 0.588 2.603 5.171
H 0.982 3.708 3.866
Br -3.752 3.091 -6.514
C -2.856 1.865 -5.401
C -3.490 1.352 -4.270
C -2.827 0.468 -3.443
C -1.524 0.057 -3.743
C -0.892 0.585 -4.877
C -1.550 1.479 -5.695
N -0.863 -0.823 -2.880
C -0.053 -1.708 -3.320
C 0.727 -2.590 -2.467
C 1.441 -3.635 -3.056
C 2.172 -4.498 -2.256
C 2.190 -4.274 -0.886
C 1.460 -3.210 -0.381
N 0.735 -2.392 -1.138
H -4.509 1.639 -4.054
H -3.339 0.036 -2.591
H 0.134 0.310 -5.090
H -1.055 1.877 -6.570
H 0.063 -1.877 -4.392
H 1.405 -3.778 -4.127
H 2.713 -5.325 -2.694
H 2.750 -4.920 -0.225
H 1.453 -3.003 0.680
O -2.325 -3.473 -2.279
H -2.841 -4.279 -2.151
H -2.467 -3.242 -3.205
N -0.720 -0.816 3.152
C -0.892 -2.099 2.692
C -0.906 -3.189 3.574
C -1.023 -4.464 3.072
C -1.176 -4.646 1.695
C -1.182 -3.538 0.887
N -0.995 -2.288 1.365
H -0.928 -0.675 4.130
H -1.090 -0.111 2.530
H -0.846 -3.025 4.641
H -1.017 -5.310 3.745
H -1.286 -5.637 1.281
H -1.351 -3.605 -0.179
O 2.417 -0.459 0.227
N 1.394 0.046 0.672
```